Here is 12 unconnected molecules or ions with the total composition C58H98N2O22 at a distorted geometry from OMol25. Energies are from ωB97M-V with the def2-TZVPD basis set.

## Properties
HOMO energy: -0.29905 Ha
Kohn-Sham gap: 8.35 eV
LUMO energy: 0.21 eV
total energy: -4033.605342 Ha
energy above the lowest of the compared OMol25 structures with the same formula, charge and spin: 0.00 kJ/mol
structure (SMILES): CC1(C)CCCC(C)(C)N1O.CC1(C)CCCC(C)(C)N1O.O=C1CCCO1.O=C1CCCO1.O=C1CCCO1.O=C1CCCO1.O=C1CCCO1.O=C1CCCO1.O=C1CCCO1.O=C1CCCO1.O=C1CCCO1.O=C1CCCO1

Structure (XYZ):
```
180
Properties=species:S:1:pos:R:3:forces:R:3
C 7.691236 9.296408 11.647849 -0.3848 -0.5391 -0.3761
C 8.844164 10.293766 11.919054 -1.0756 -0.6171 0.4765
C 8.253752 11.693976 11.937553 0.4661 0.7370 -1.7004
C 9.511817 10.098695 13.271884 -0.5967 -0.2309 1.0044
C 10.364841 8.863363 13.356668 0.8820 -0.4887 -0.8526
C 11.511184 9.001389 12.342653 -1.0835 -0.2855 0.5369
C 10.931109 9.179585 10.943366 0.2416 -0.5849 -1.3744
C 12.090814 9.665783 10.059601 -0.1588 -0.3756 0.6533
C 10.464297 7.825867 10.368425 0.3587 -1.0394 1.2402
N 9.893940 10.183431 10.936405 0.6841 1.6953 0.3683
O 9.488720 10.568567 9.655949 -0.4337 -0.7766 -0.4719
H 7.206141 8.898781 12.544272 0.1609 0.1757 0.0895
H 6.898391 9.749159 11.043407 0.0918 0.1773 0.1383
H 8.001025 8.425585 11.059382 0.1630 0.0745 0.2530
H 9.072886 12.411465 12.010955 -0.1708 0.0499 0.4592
H 7.811762 11.934617 10.961021 -0.1152 -0.2688 0.1579
H 7.489156 11.872567 12.684181 0.1150 -0.1995 0.3680
H 10.026563 11.042210 13.485460 0.4444 -0.3505 -0.0212
H 8.780166 10.028579 14.090993 -0.3967 0.1616 -0.3779
H 10.734319 8.637313 14.357914 -0.0420 0.2044 -0.0729
H 9.842731 7.954737 13.020812 -0.4523 0.3037 0.5023
H 12.060594 8.059717 12.310891 0.4811 0.2314 0.1823
H 12.113906 9.866962 12.621678 -0.0829 -0.7166 -0.2352
H 12.429028 10.610423 10.488166 -0.6788 -1.0719 -0.6304
H 11.860785 9.739907 9.000426 -0.2572 0.3060 -0.0298
H 12.886309 8.921547 10.140840 0.1701 0.1315 0.1011
H 9.802455 7.301646 11.074046 -0.2430 0.2976 -0.4015
H 11.320359 7.136553 10.358240 0.0415 0.2876 -0.3837
H 10.034391 7.842013 9.371116 -0.1059 0.2005 -0.0740
H 9.005590 9.805507 9.265606 0.2042 0.4555 0.1985
C 16.853438 3.784972 18.244381 -0.5289 -0.1708 0.7604
C 17.948073 4.709486 17.780227 0.4322 -0.4949 0.2521
C 18.595490 5.390676 18.960418 0.0329 0.8265 0.2962
C 19.052576 3.868435 17.149797 -0.2261 -0.5370 -1.2741
C 18.783022 3.505525 15.695343 -0.6034 -1.2443 -0.8526
C 18.362776 4.711599 14.862698 1.6794 -0.6628 -0.5016
C 17.203414 5.463403 15.473803 0.6240 0.9380 -0.6991
C 17.202866 6.830716 14.769668 0.3042 0.9274 0.8643
C 15.903471 4.756795 15.196737 -1.4926 0.4315 0.8293
N 17.511168 5.752392 16.872342 -0.1127 1.0418 0.1970
O 16.443244 6.541906 17.501271 0.7007 -0.9062 -0.6325
H 17.172185 3.273516 19.158447 0.0409 -0.0574 -0.1095
H 15.991329 4.390582 18.527981 -0.2277 -0.2211 -0.2278
H 16.614262 3.017178 17.511415 -0.2438 0.0975 -0.0652
H 19.370584 6.044758 18.554737 0.0311 0.0736 0.2070
H 17.875449 6.011102 19.498393 0.0626 -0.0997 0.1133
H 19.059688 4.684984 19.645299 -0.0577 -0.1406 0.0420
H 20.017453 4.374537 17.187809 0.0234 0.0144 0.2302
H 19.082204 2.900444 17.655060 0.3866 0.2996 0.4964
H 19.636978 2.944995 15.283400 0.1724 0.6814 -0.0267
H 18.025775 2.697956 15.585007 -0.1402 0.5833 0.4861
H 18.119510 4.459028 13.821037 -0.3225 -0.3232 0.3125
H 19.276887 5.313142 14.692469 -0.4860 0.3315 0.5994
H 17.111726 6.794195 13.686792 -0.2940 -0.1388 -0.0130
H 18.149871 7.331492 15.012228 0.1065 -0.3291 -0.2259
H 16.491723 7.523535 15.236911 -0.4223 -0.3691 -0.4660
H 15.744387 3.782871 15.661600 0.4426 -0.0638 -0.1044
H 15.675618 4.689318 14.136077 0.1505 0.0073 -0.1146
H 15.144285 5.409986 15.657737 -0.1150 -0.2502 -0.2754
H 16.874966 7.381350 17.722229 -0.0554 -0.1072 -0.0691
O 11.047521 6.571131 15.334604 0.6576 2.1423 -2.4080
C 10.851730 5.774458 16.160310 -0.9193 -0.9403 2.3626
C 11.456605 5.739279 17.544055 0.8647 -1.3901 -0.2015
C 11.142682 4.309549 18.007533 -0.6145 -0.1683 0.7768
C 9.989922 3.852079 17.090433 0.1229 0.7140 0.1000
O 9.952335 4.787206 15.993709 0.1389 -0.8068 -0.1064
H 12.531798 5.841974 17.381347 -0.0436 0.2954 0.2663
H 11.123487 6.534056 18.201318 -0.2413 0.1682 -0.1703
H 12.009401 3.653857 17.980042 0.0625 0.0120 -0.4207
H 10.780764 4.220768 19.037237 0.1543 0.3418 -0.0459
H 10.117065 2.845790 16.709131 -0.0662 -0.0683 -0.1551
H 9.027755 3.959716 17.587134 -0.0505 -0.2752 0.1011
O 12.771982 11.999285 19.181860 0.8072 -2.7638 -3.0227
C 12.487507 12.785459 19.985182 -0.4770 1.8041 3.0676
C 12.346921 12.591343 21.466484 -0.9453 1.4183 0.4306
C 12.353757 14.055097 22.024941 0.7185 -1.4920 -0.2282
C 11.927753 14.880643 20.804280 -0.0891 -0.5106 1.1669
O 12.255051 14.066958 19.665411 -0.3123 1.3016 -0.3286
H 11.346631 12.179950 21.648614 0.3829 -0.0601 -0.1085
H 13.070496 11.923062 21.911153 0.2121 -0.1334 -0.1168
H 11.703039 14.093733 22.892825 -0.0474 0.4350 -0.0333
H 13.382194 14.281702 22.323935 -0.2077 0.2685 0.0491
H 10.855995 15.081071 20.857299 -0.0135 -0.0624 -0.4050
H 12.463986 15.822675 20.798103 0.0745 0.0743 -0.5336
O 10.160650 9.519315 17.726834 -1.4210 -0.0120 0.4770
C 11.251741 9.687889 17.273808 0.4240 0.5111 -0.5986
C 11.705751 10.711178 16.270752 0.5938 0.2858 -0.1607
C 13.019623 10.141966 15.746070 0.2075 -0.1210 0.7960
C 13.442927 9.182803 16.893075 0.1944 0.4551 -1.1474
O 12.266361 8.941489 17.661419 0.5500 -1.0351 0.4090
H 10.980475 10.857542 15.476805 -0.1995 0.1346 0.1597
H 11.888682 11.643839 16.807326 -0.2824 0.0325 0.0246
H 12.811197 9.695053 14.779385 0.4840 -0.4185 0.0432
H 13.861918 10.828951 15.680105 -0.6186 0.3639 -0.4392
H 13.857299 8.260870 16.487257 -0.1777 -0.2389 0.3532
H 14.180462 9.675402 17.520277 0.0052 -0.1086 0.2136
O 16.944197 13.795660 13.376181 -0.0993 2.2031 -1.4643
C 16.914503 12.733147 13.861012 -0.1392 -1.3961 1.9877
C 15.871132 12.200076 14.847955 -0.3272 -1.0108 -1.0771
C 16.131608 10.703378 14.759999 0.0252 -1.1023 0.0041
C 17.640497 10.646965 14.524856 -0.5983 1.1846 -0.3677
O 17.879269 11.820688 13.677045 0.3131 -0.8064 0.2319
H 15.968564 12.602102 15.850482 0.1734 0.2808 -0.0185
H 14.890839 12.405310 14.416529 -0.0477 0.3730 0.3413
H 15.777765 10.075496 15.587323 0.4747 0.3819 0.2140
H 15.638316 10.263177 13.885559 0.1129 0.3769 0.1112
H 18.179031 10.822457 15.458970 0.2857 -0.4051 -0.1289
H 17.971885 9.810062 13.929280 0.2131 -0.3528 0.3019
O 9.285590 13.460712 14.214068 -0.2735 -0.1258 -0.0498
C 9.123779 13.236847 15.379732 0.3590 -0.3438 -0.0007
C 7.946664 12.671177 16.146080 -0.7797 0.7012 -1.0217
C 8.111461 13.308619 17.520042 0.4037 -0.8335 0.3931
C 9.645495 13.350199 17.607907 -0.2371 -0.8549 0.4599
O 10.123123 13.481890 16.250715 0.0838 0.5847 0.8258
H 7.039169 12.913212 15.586669 -0.0174 0.2104 0.2781
H 7.950652 11.576789 16.132217 0.4685 0.1143 0.3182
H 7.669894 14.294410 17.646080 -0.0663 0.0717 -0.3967
H 7.709889 12.651171 18.293081 -0.0039 0.1810 -0.0006
H 10.049911 14.119276 18.264086 0.0567 0.2724 -0.4428
H 10.002987 12.388479 18.007713 0.0118 0.1361 -0.2043
O 15.055120 10.380986 11.859058 2.4140 -2.3060 -0.0029
C 14.154311 11.113871 11.770572 -1.6228 1.8843 -1.5887
C 13.816462 12.030339 10.584056 0.2227 0.2308 1.2351
C 12.554300 12.766099 11.046005 0.4947 0.2765 0.6904
C 12.515449 12.497368 12.565911 0.3788 0.3928 -0.5329
O 13.300387 11.303403 12.767229 -0.4625 1.0525 1.2830
H 14.736073 12.613141 10.543742 -0.2084 0.4684 -0.5947
H 13.596826 11.457806 9.695446 0.8788 0.1759 -0.2678
H 12.662456 13.839818 10.908990 -0.4273 -0.0277 -0.3409
H 11.663792 12.339428 10.591948 -0.0798 0.3521 -0.2194
H 13.007307 13.332456 13.077587 -0.0254 -0.2327 0.1919
H 11.522437 12.357606 12.978737 -0.0367 -0.1163 -0.0063
O 15.913321 16.159052 14.843243 2.4207 1.4305 -2.1191
C 15.114121 15.728189 15.558867 -2.3366 -0.0882 1.8892
C 13.617117 15.947117 15.577607 -0.1564 -0.9318 -0.1855
C 13.181004 14.580075 16.125260 -0.6918 0.9368 0.2640
C 14.245779 14.327043 17.192134 -0.2625 1.0382 -1.2671
O 15.431933 14.936480 16.606938 0.4283 -1.4660 0.6665
H 13.315204 16.725131 16.281538 0.3006 0.1037 -0.0018
H 13.247394 16.203758 14.592369 -0.0466 -0.0210 -0.1111
H 12.172367 14.637216 16.524419 0.0214 -0.3056 0.0738
H 13.205320 13.819759 15.344285 0.0472 -0.0728 0.0598
H 14.074692 14.916047 18.089480 -0.3165 -0.5459 0.3229
H 14.321535 13.251642 17.317890 0.6004 0.0327 0.5063
O 6.909472 10.489737 18.824243 0.2059 1.4377 1.8588
C 6.780853 9.665417 17.998027 0.0718 -1.8822 -1.4289
C 7.261851 8.207641 18.004129 0.5072 1.3736 -1.1075
C 7.258477 7.850732 16.500352 -0.7037 -0.7467 0.7474
C 6.220352 8.817364 15.903128 1.0032 0.1212 0.9972
O 6.213856 9.954050 16.814207 -0.5432 -0.2253 -0.6262
H 8.302567 8.287181 18.316589 -0.2053 -0.4601 0.6494
H 6.591351 7.616641 18.617709 0.2012 -0.2005 0.1774
H 8.254982 7.940991 16.076303 0.0085 0.2235 -0.0894
H 6.944379 6.805711 16.413393 0.0742 0.1650 -0.4155
H 6.546566 9.241963 14.968125 -0.2765 -0.1639 -0.5377
H 5.240433 8.348310 15.879875 -0.1754 0.2914 -0.2041
O 16.973000 9.258012 18.498937 0.2759 -2.4393 -1.0893
C 16.894383 10.316524 18.994802 0.2386 2.0421 0.8329
C 17.916985 11.060373 19.831538 -0.3322 0.1135 0.2428
C 17.046330 12.094558 20.559206 1.3411 -0.0223 -0.0811
C 15.969352 12.340306 19.532249 -0.0468 0.2282 -0.2488
O 15.807976 11.090206 18.827951 -0.5754 0.2015 0.3858
H 18.486027 10.393904 20.467021 0.0073 -0.1543 0.0462
H 18.613678 11.557001 19.152991 -0.0127 -0.0416 -0.0874
H 16.678371 11.701519 21.507409 -0.2668 -0.0887 -0.1595
H 17.639223 12.979294 20.794472 -0.2401 0.1217 -0.0443
H 15.052502 12.645487 20.019121 -0.3465 -0.1946 -0.3225
H 16.228438 13.057625 18.747403 0.1586 0.2347 0.4146
O 10.572605 10.248321 24.192133 0.5358 0.8998 2.8259
C 10.401795 9.824324 23.119257 -0.4091 -1.1406 -2.2689
C 10.338988 8.392106 22.653267 -0.2085 -0.7138 -1.0151
C 10.328640 8.458467 21.096648 -0.3200 0.2495 0.9393
C 10.037055 9.936411 20.807875 0.4700 0.3761 0.0374
O 10.185773 10.642824 22.076003 -0.4924 -0.1008 -0.7657
H 11.170000 7.771918 22.976920 0.1018 0.2839 0.4046
H 9.433708 7.921363 23.044337 0.0038 0.2037 0.0740
H 11.305461 8.138051 20.747103 -0.0486 0.1096 -0.3840
H 9.544361 7.836165 20.675055 0.1378 -0.1471 -0.1119
H 10.763429 10.386624 20.129055 -0.0248 -0.1359 0.0036
H 9.045957 10.145060 20.404520 -0.0574 -0.1557 0.1883
```
Positions in Å, forces in eV/Å.